67
Properties=species:S:1:pos:R:3:nbo_charge:R:1 method="wB97M-V/def2-TZVPD" gap_ev=3.53 charge=-2 e_homo_ha=-0.035
W 0.35270 1.34560 -0.29050 1.289
Br -0.42370 2.40710 6.57840 0.006
C -0.53060 1.75840 4.77560 -0.100
C -1.78140 1.57980 4.20820 -0.218
C -1.84480 1.15730 2.88280 -0.269
C -0.69370 0.93410 2.13360 0.464
O -0.78950 0.59980 0.87160 -0.652
C 0.59190 1.01040 2.77800 -0.204
C 1.74660 0.54100 2.12670 0.197
N 1.67130 0.05920 0.88150 -0.492
C 2.72870 -0.53420 0.22890 0.168
C 4.08970 -0.37220 0.46400 -0.224
C 5.01680 -0.91470 -0.42190 -0.203
C 4.63670 -1.65650 -1.51770 -0.118
C 3.26800 -1.86710 -1.77850 -0.131
C 2.77620 -2.48220 -2.94730 -0.084
C 1.42110 -2.51430 -3.17490 -0.255
C 0.55800 -1.93950 -2.24290 0.090
N 0.96930 -1.33850 -1.13460 -0.447
C 2.30680 -1.30690 -0.90150 0.155
C 0.63590 1.45810 4.11530 -0.180
H -2.68560 1.78190 4.76400 0.229
H -2.80430 1.02800 2.39510 0.238
H 2.68250 0.45980 2.68240 0.191
H 4.42260 0.24750 1.28600 0.204
H 6.05950 -0.66820 -0.29480 0.225
H 5.37200 -1.97900 -2.24170 0.236
H 3.47110 -2.84670 -3.68950 0.239
H 1.02700 -2.90790 -4.09940 0.225
H -0.51340 -1.91880 -2.41260 0.208
H 1.59310 1.53310 4.61340 0.225
O 1.23260 2.61620 0.39970 -0.664
N -1.10570 3.35480 0.78520 -0.515
C -1.41420 4.04370 1.88140 0.071
C -1.90770 5.33040 1.87980 -0.340
C -2.10780 5.97180 0.65920 -0.167
C -1.74700 5.31530 -0.49220 -0.269
C -1.22180 4.02270 -0.38070 0.041
S -0.56740 3.20700 -1.69890 0.024
H -1.25540 3.52590 2.81490 0.181
H -2.13220 5.80940 2.81950 0.202
H -2.52330 6.96930 0.61350 0.199
H -1.81830 5.75200 -1.47730 0.221
C -7.68880 2.64620 0.55420 -0.729
C -8.83330 2.07460 -0.23100 0.427
O -9.97260 2.46130 -0.16680 -0.572
S -8.45800 0.70100 -1.29700 0.217
C -6.66900 0.63220 -1.33450 -0.232
C -5.98240 -0.29700 -0.56370 -0.238
C -4.60730 -0.35870 -0.63520 -0.149
C -3.90190 0.50100 -1.48570 -0.102
C -4.61220 1.41810 -2.27050 -0.186
C -5.98550 1.48170 -2.19460 -0.205
C -2.49240 0.48100 -1.52020 -0.098
C -1.26810 0.46050 -1.55250 -0.308
H -8.08880 3.16880 1.42250 0.231
H -7.13940 3.35890 -0.06130 0.251
H -7.00220 1.85990 0.86030 0.243
H -6.52860 -0.95870 0.09330 0.214
H -4.05770 -1.06670 -0.02810 0.216
H -4.07000 2.08050 -2.93060 0.236
H -6.52900 2.19590 -2.79530 0.216
Se 3.10810 -0.23980 -5.49060 -0.831
Sb 3.25130 1.43650 -3.72470 0.991
Se 1.66420 1.46360 -1.96210 -0.015
Se 3.40310 3.48510 -5.04390 -0.765
Se 5.63610 1.20190 -3.21790 -0.805

***

66
Properties=species:S:1:pos:R:3:nbo_charge:R:1 method="wB97M-V/def2-TZVPD" gap_ev="6.38 / 6.42" relative_energy_kcal_mol=18.4 s_squared=2.014 charge=+1 e_homo_ha="-0.368 / -0.383" spin_multiplicity=3
W -0.09221 0.49530 0.05514 1.825
Cl 6.43527 2.51401 0.96555 0.048
C 4.75545 2.54267 0.57170 -0.065
C 4.08815 1.33423 0.44494 -0.214
C 2.73724 1.31886 0.13861 0.187
N 1.96884 0.12563 -0.07288 -0.735
C 2.64116 -0.96239 -0.56942 0.636
O 3.80641 -0.95956 -0.91765 -0.566
C 1.97602 -2.32211 -0.56659 0.115
C 2.55871 -3.30199 0.23465 -0.212
C 2.07708 -4.59288 0.15116 -0.148
C 1.06323 -4.87394 -0.75751 -0.252
C 0.56141 -3.83365 -1.51713 0.024
N 0.98137 -2.57036 -1.41077 -0.477
C 2.05093 2.52389 0.00475 0.090
C 2.72269 3.73461 0.08575 -0.233
C 4.07988 3.73843 0.36941 -0.046
Cl 4.89005 5.25826 0.47410 0.047
N 0.64356 2.39365 -0.17920 -0.682
C -0.14913 3.48337 -0.35551 0.635
O 0.19013 4.62763 -0.59705 -0.567
C -1.60445 3.15532 -0.19497 0.147
C -2.54023 4.17275 -0.21982 -0.184
C -3.86770 3.85894 -0.00237 -0.118
C -4.20410 2.53254 0.22459 -0.216
C -3.21052 1.57392 0.21777 0.058
N -1.91384 1.86385 0.01115 -0.482
H 4.64310 0.42205 0.58827 0.259
H 3.38430 -3.04592 0.88144 0.247
H 2.50479 -5.37797 0.75912 0.237
H 0.68205 -5.87539 -0.88459 0.237
H -0.21084 -4.02202 -2.25480 0.192
H 2.20813 4.67205 -0.04712 0.277
H -2.18638 5.17783 -0.39822 0.272
H -4.62576 4.62903 -0.00226 0.244
H -5.22328 2.22903 0.41214 0.243
H -3.49187 0.55018 0.39642 0.181
I -2.96864 -3.54964 5.61603 0.196
C -2.00766 -2.15183 4.42053 -0.188
C -1.67138 -0.90285 4.94373 -0.227
C -1.01688 0.03874 4.16996 -0.216
I -0.52404 1.88526 4.96765 0.215
C -0.67983 -0.24579 2.84347 0.364
O -0.02855 0.62599 2.08268 -0.759
C -1.04183 -1.50165 2.32909 -0.196
C -0.72461 -1.76767 0.89683 -0.218
N -1.64909 -1.01718 0.00104 -0.609
C -1.96527 -1.50870 -1.36446 -0.261
C -1.15987 -0.81919 -2.43671 0.259
C -1.28135 -1.18837 -3.76331 -0.239
C -0.49515 -0.55466 -4.70980 -0.105
C 0.38867 0.43602 -4.30549 -0.230
C 0.44483 0.76735 -2.96885 0.087
N -0.32629 0.15675 -2.04935 -0.523
C -1.69220 -2.45476 3.10941 -0.203
H -1.91937 -0.66379 5.96770 0.247
H -0.64625 -2.82431 0.62170 0.271
H 0.31554 -1.38762 0.68923 0.233
H -2.50458 -0.91326 0.54239 0.423
H -3.02676 -1.29998 -1.53096 0.240
H -1.82960 -2.59079 -1.41208 0.241
H -1.96916 -1.97419 -4.04223 0.237
H -0.56488 -0.83507 -5.75074 0.242
H 1.02934 0.94843 -5.00710 0.251
H 1.11984 1.52726 -2.59536 0.235
H -1.93465 -3.42434 2.69624 0.228

***

74
Properties=species:S:1:pos:R:3:mulliken_charge:R:1 method="wB97M-V/def2-TZVPD" gap_ev="2.36 / 2.34" relative_energy_kcal_mol=85.4 charge=+1 e_homo_ha="-0.369 / -0.369"
Pt 0.99368 -0.07900 -0.37178 0.957
O 3.56384 2.35063 -0.74936 -0.572
S 2.12489 2.76381 0.13908 1.421
O 2.41755 4.14347 0.23346 -0.742
O 1.15479 2.19974 -0.79346 -0.641
C 2.61265 1.71274 1.53950 0.065
C 3.93676 1.59512 1.92128 -0.412
C 4.23990 0.86344 3.06358 -0.896
C 3.23433 0.27670 3.82014 -0.948
C 1.90496 0.41279 3.43879 -0.504
C 1.59909 1.10649 2.28435 0.528
S -0.01617 1.75087 1.86216 1.594
O -0.83483 1.77394 3.03061 -0.718
O 0.46132 3.06230 1.37737 -0.715
O -0.61224 0.91171 0.79888 -0.598
H 4.70655 2.09821 1.35557 0.625
H 5.27075 0.77126 3.37590 0.426
H 3.48288 -0.26996 4.71906 0.449
H 1.10091 0.02810 4.05158 0.645
Cl 3.48239 -1.71261 1.21344 -0.092
C 3.03011 -2.38463 -0.30376 1.123
C 1.95388 -1.79952 -0.95972 -1.956
C 1.60017 -2.36866 -2.18528 1.379
Cl 0.26748 -1.64852 -3.00926 -0.158
C 2.28992 -3.43000 -2.75588 -0.128
Cl 1.85317 -4.03017 -4.29818 -0.173
C 3.36882 -3.98738 -2.06531 0.604
Cl 4.23758 -5.29473 -2.73708 -0.160
C 3.74042 -3.46255 -0.82668 -0.201
Cl 5.07364 -4.11568 0.02343 -0.160
C -5.93224 3.38547 1.54596 -1.369
C -5.85687 1.89770 1.38909 0.779
C -6.55012 1.03545 2.23463 -0.829
C -6.52273 -0.33256 2.04171 -0.708
C -5.78140 -0.88725 0.99669 0.432
N -5.84516 -2.27897 0.81257 -0.064
C -5.23324 -3.07480 -0.14244 0.274
O -5.81717 -3.98567 -0.68009 -0.634
N -3.91674 -2.77268 -0.45994 -0.031
C -2.87667 -2.35103 0.36494 0.091
C -2.96189 -2.27271 1.75313 -0.318
C -1.82179 -1.95866 2.47128 -1.187
C -0.63749 -1.72426 1.80110 -0.464
N -0.56956 -1.73874 0.47001 0.043
C -1.65479 -2.03961 -0.23048 -0.428
C -5.05849 -0.03226 0.15999 0.009
C -5.10396 1.33420 0.36048 -0.910
H -6.65386 3.67466 2.30662 0.359
H -6.20896 3.85265 0.59961 0.341
H -4.95496 3.79045 1.81790 0.288
H -7.12337 1.44956 3.05416 0.342
H -7.08228 -0.98562 2.70120 0.378
H -6.67801 -2.71646 1.17644 0.245
H -3.63176 -3.22621 -1.31542 0.237
H -3.88580 -2.49237 2.26729 0.581
H -1.85098 -1.91296 3.54995 0.461
H 0.28096 -1.51863 2.33251 0.765
H -1.56343 -2.05095 -1.30810 0.385
H -4.50713 -0.42950 -0.67781 0.578
H -4.55747 1.98559 -0.31035 0.380
F 6.58636 1.91276 -4.68800 -0.237
C 5.50751 2.70159 -4.60590 0.710
F 5.03521 2.88999 -5.83948 -0.265
F 5.90624 3.88148 -4.12677 -0.220
C 4.47140 2.06899 -3.70132 0.139
C 3.16487 1.85740 -4.14196 -0.581
C 2.27735 1.10123 -3.32230 -0.360
N 2.57836 0.68677 -2.14224 0.195
C 3.78846 1.17359 -1.51084 0.538
C 4.83777 1.66148 -2.45321 -0.888
H 2.85497 2.20813 -5.11805 0.564
H 1.30809 0.80672 -3.70827 0.554
H 4.16608 0.37222 -0.85626 0.246
H 5.83549 1.81592 -2.06046 0.540